Model a:
This record from the OMol25 dataset describes a single C6H12 molecule. The level of theory is ωB97M-V with the def2-TZVPD basis set.

CARTESIAN COORDINATES (ANGSTROEM)
C1 -1.54942 0.97075 0.55406
C2 -0.64826 0.00553 -0.21286
C3 -1.23987 -1.40627 -0.27662
C4 0.74618 -0.02872 0.38364
C5 1.90995 -0.40425 -0.48555
C6 1.75446 1.01338 -0.00339
H1 -1.12996 1.98223 0.52920
H2 -2.55510 1.00203 0.11861
H3 -1.64818 0.66869 1.60414
H4 -0.54868 0.38866 -1.24065
H5 -0.75921 -1.98669 -1.06964
H6 -1.07931 -1.94257 0.66678
H7 -2.31921 -1.39336 -0.46895
H8 0.77907 -0.37402 1.41832
H9 2.71101 -1.00631 -0.06590
H10 1.69655 -0.61204 -1.53170
H11 1.44558 1.76899 -0.72252
H12 2.45004 1.37537 0.74889

The calculation puts the LUMO energy at 1.3 eV. For the HOMO energy, the calculation gives -10.19 eV. The SMILES is CC(C)C1CC1.

Löwdin charges in e: -0.078 -0.429 -0.074 -0.312 -0.123 -0.124 0.076 0.075 0.082 0.137 0.075 0.081 0.074 0.142 0.097 0.101 0.101 0.096



Model b:
This record from the OMol25 dataset describes a single C6H12 molecule. The level of theory is ωB97M-V with the def2-TZVPD basis set.

CARTESIAN COORDINATES (ANGSTROEM)
C1 -1.48221 -0.95316 0.61459
C2 -0.32029 -0.13594 0.02261
C3 -0.97605 1.02190 -0.72355
C4 0.74388 0.24661 1.08295
C5 1.85063 0.14794 0.01762
C6 0.85558 -0.55479 -0.93887
H1 -2.17987 -1.33913 -0.13684
H2 -1.20825 -1.76444 1.29917
H3 -2.05481 -0.23171 1.22066
H4 -1.39792 0.61021 -1.65209
H5 -0.25760 1.79776 -1.00796
H6 -1.78829 1.46783 -0.14789
H7 0.60084 1.19761 1.60556
H8 0.86212 -0.54212 1.83803
H9 2.73525 -0.43238 0.28996
H10 2.18232 1.12814 -0.34031
H11 1.05134 -1.61095 -1.12961
H12 0.78332 -0.05339 -1.91405

The calculation puts the LUMO energy at 1.0 eV. For the HOMO energy, the calculation gives -10.38 eV. The SMILES is CC1(C)CCC1.

Löwdin charges in e: -0.055 -0.526 -0.078 -0.143 -0.169 -0.126 0.078 0.074 0.080 0.090 0.086 0.076 0.108 0.108 0.096 0.101 0.104 0.096



Model c:
This record from the OMol25 dataset describes 2 unconnected molecules or ions with the total composition C6H12. The level of theory is ωB97M-V with the def2-TZVPD basis set.

CARTESIAN COORDINATES (ANGSTROEM)
C1 -1.26191 -1.04862 0.32963
C2 -0.45261 0.11424 -0.26740
C3 -1.33107 1.22707 -0.79055
C4 0.68455 0.51626 0.62651
C5 1.52127 -0.39197 0.09099
C6 0.68060 -0.53016 -1.14534
H1 -1.84464 -1.53319 -0.46135
H2 -0.58788 -1.80086 0.75699
H3 -1.94704 -0.73041 1.12304
H4 -1.93779 0.89296 -1.63568
H5 -0.72055 2.08298 -1.09670
H6 -2.00387 1.56337 0.00975
H7 0.78005 1.38698 1.26987
H8 2.36419 -0.97284 0.44844
H9 0.53693 -1.50092 -1.62545
H10 1.00819 0.21601 -1.87987
H11 2.24304 0.47405 2.17552
H12 2.80599 0.49085 1.69457

The calculation puts the LUMO energy at 1.0 eV. For the HOMO energy, the calculation gives -8.87 eV. The SMILES is CC1(C)C=CC1.[H][H].

Löwdin charges in e: -0.051 -0.545 -0.050 -0.114 -0.133 -0.119 0.082 0.086 0.081 0.081 0.082 0.083 0.089 0.079 0.104 0.114 0.064 0.067



What is the most stable structure shown above? It is model a.